ORCA calculation (the ωB97M-V functional and the def2-TZVPD basis) on C44H52BiBr2IN5OS3 as an isolated structure.

Last column: Löwdin charge in e.
Element x y z (Å)
Bi: -0.079 -0.162 0.436  1.306
Br: 1.048 -1.748 5.218  0.754
C: 2.311 -0.751 4.237  -0.602
C: 3.548 -0.463 4.826  -0.176
C: 4.496 0.251 4.149  -0.636
Br: 6.187 0.550 4.972  0.723
C: 4.229 0.750 2.854  -0.199
C: 5.136 1.503 2.076  -0.042
C: 4.778 1.918 0.825  -0.050
C: 3.487 1.611 0.353  -0.181
N: 2.613 0.937 1.052  0.043
C: 2.965 0.469 2.275  -0.168
C: 1.992 -0.362 2.938  -0.438
O: 0.905 -0.738 2.364  -0.398
H: 3.750 -0.830 5.823  0.091
H: 6.112 1.734 2.481  0.073
H: 5.463 2.481 0.203  0.100
H: 3.176 1.930 -0.638  0.093
C: -3.379 3.144 1.198  -0.042
C: -2.234 3.481 2.112  -0.236
C: -2.444 3.856 3.430  -0.050
C: -1.380 4.190 4.257  -0.084
C: -0.094 4.201 3.748  -0.049
C: 0.158 3.855 2.422  -0.208
C: 1.546 3.977 1.850  -0.033
C: -0.918 3.455 1.633  -0.235
N: -0.707 2.915 0.337  0.119
C: -0.653 3.657 -0.681  -0.258
C: -0.713 5.162 -0.644  -0.012
C: -0.566 2.974 -2.031  -0.244
C: -0.480 3.823 -3.277  0.002
N: -0.620 1.709 -2.040  0.117
C: -0.580 0.990 -3.262  -0.225
C: 0.629 0.753 -3.917  -0.226
C: 1.929 1.343 -3.437  -0.080
C: 0.614 -0.069 -5.041  -0.052
C: -0.566 -0.618 -5.510  -0.087
C: -1.760 -0.350 -4.856  -0.051
C: -1.786 0.447 -3.720  -0.223
C: -3.074 0.766 -3.013  -0.036
H: -4.317 3.108 1.751  0.079
H: -3.226 2.175 0.724  0.051
H: -3.480 3.892 0.404  0.078
H: -3.457 3.867 3.815  0.108
H: -1.555 4.438 5.296  0.098
H: 0.741 4.476 4.382  0.110
H: 1.721 4.997 1.494  0.084
H: 1.699 3.297 1.009  0.046
H: 2.302 3.755 2.602  0.083
H: -0.808 5.509 0.382  0.083
H: -1.564 5.534 -1.217  0.085
H: 0.191 5.590 -1.082  0.093
H: -0.880 4.821 -3.131  0.064
H: -1.014 3.336 -4.091  0.092
H: 0.562 3.926 -3.585  0.085
H: 1.920 1.517 -2.360  0.037
H: 2.138 2.293 -3.935  0.075
H: 2.753 0.664 -3.651  0.062
H: 1.551 -0.286 -5.539  0.111
H: -0.555 -1.268 -6.376  0.097
H: -2.688 -0.780 -5.215  0.108
H: -3.850 0.049 -3.277  0.079
H: -3.430 1.766 -3.280  0.081
H: -2.945 0.739 -1.930  0.063
S: -1.972 -0.078 2.127  0.564
C: -3.299 -0.827 1.247  -0.683
C: -4.593 -0.652 1.748  -0.143
C: -5.689 -1.244 1.148  -0.114
C: -5.507 -2.043 0.026  -0.114
C: -4.233 -2.234 -0.477  -0.146
C: -3.118 -1.629 0.110  -0.690
S: -1.558 -1.920 -0.660  0.463
H: -4.720 -0.040 2.634  0.094
H: -6.680 -1.083 1.553  0.092
H: -6.354 -2.514 -0.457  0.092
H: -4.081 -2.858 -1.350  0.092
C: 2.658 -7.660 -0.144  -0.118
C: 2.438 -7.493 -1.647  -0.268
C: 2.506 -6.035 -2.099  -0.206
C: 1.321 -5.218 -1.586  -0.210
N: 1.498 -3.784 -1.775  0.010
C: 2.260 -2.980 -1.022  -0.819
S: 2.298 -1.311 -1.400  0.582
N: 2.958 -3.527 -0.028  -0.006
C: 3.675 -2.765 0.989  -0.229
C: 5.124 -3.212 1.156  -0.184
C: 6.096 -2.617 0.134  -0.259
C: 5.953 -3.187 -1.276  -0.112
H: 2.716 -8.716 0.129  0.065
H: 1.861 -7.208 0.450  0.008
H: 3.596 -7.188 0.159  0.071
H: 1.467 -7.914 -1.929  0.104
H: 3.194 -8.067 -2.190  0.096
H: 2.530 -5.976 -3.191  0.106
H: 3.439 -5.588 -1.741  0.098
H: 1.112 -5.408 -0.530  -0.014
H: 0.416 -5.497 -2.126  0.128
H: 0.949 -3.299 -2.462  0.103
H: 2.569 -4.396 0.338  -0.013
H: 3.119 -2.887 1.923  0.062
H: 3.634 -1.716 0.704  0.057
H: 5.168 -4.307 1.114  0.111
H: 5.444 -2.925 2.161  0.107
H: 7.119 -2.779 0.485  0.098
H: 5.945 -1.533 0.100  0.098
H: 6.103 -4.270 -1.275  0.069
H: 6.690 -2.746 -1.952  0.064
H: 4.965 -2.983 -1.689  0.044
I: 0.714 -4.775 2.157  -0.202

As for the HOMO energy: -4.15 eV. The value obtained for the energy above the lowest of the compared OMol25 structures with the same formula, charge and spin is 0.989 eV. The frontier orbital gap comes out at 5.87 eV. The total charge is -1.

ORCA calculation (the ωB97M-V functional and the def2-TZVPD basis) on one molecule with the formula C2H5NS at a distorted geometry.

Last column: Löwdin charge in e.
Element x y z (Å)
C: -2.238 -0.157 -0.007  -0.204
N: -1.041 0.293 -0.577  -0.397
S: 0.307 -0.873 -0.258  0.636
C: 1.884 0.289 0.001  -0.356
H: -2.472 -1.219 0.638  0.106
H: -3.054 0.750 0.200  0.097
H: 2.178 0.516 -1.067  0.019
H: 1.745 1.015 0.841  0.029
H: 2.691 -0.614 0.229  0.071

As for the HOMO energy: -8.57 eV. The value obtained for the energy above the lowest of the compared OMol25 structures with the same formula, charge and spin is 3.445 eV. The structure (SMILES) is C=NSC. The frontier orbital gap comes out at 8.92 eV.

ORCA calculation (the ωB97M-V functional and the def2-TZVPD basis) on an isolated ion of composition Cl2FHOP and charge +1 at a distorted geometry.

Last column: Löwdin charge in e.
Element x y z (Å)
O: 0.217 -1.501 0.172  -0.187
F: -0.828 1.019 1.060  -0.176
P: -0.038 0.538 -0.238  0.153
Cl: -0.977 0.652 -1.896  0.622
Cl: 1.735 1.224 0.004  0.607
H: -0.108 -1.933 0.897  -0.018

As for the HOMO energy: -16.74 eV. The value obtained for the energy above the lowest of the compared OMol25 structures with the same formula, charge and spin is 2.995 eV. The frontier orbital gap comes out at 9.93 eV. The total charge is +1.

ORCA calculation (the ωB97M-V functional and the def2-TZVPD basis) on a 7-piece molecular cluster, C26H41BrFIN3O27S7 overall at a distorted geometry.

Last column: Löwdin charge in e.
Element x y z (Å)
C: -0.846 -3.701 -0.327  -0.118
C: -2.325 -3.234 -0.581  -0.621
Br: -3.237 -2.760 1.134  0.737
C: -2.482 -2.116 -1.695  -0.127
C: -3.624 -1.086 -1.362  -0.217
N: -4.847 -1.622 -1.457  0.177
N: -5.750 -0.715 -1.164  0.097
C: -5.605 0.554 -0.782  -0.015
C: -6.891 1.407 -0.487  -0.362
O: -7.154 2.314 -1.191  0.216
N: -7.794 1.067 0.618  0.182
C: -8.714 0.023 0.214  -0.493
O: -9.709 0.254 -0.329  0.241
F: -8.412 -1.291 0.517  0.086
C: -4.308 1.201 -0.655  -0.022
C: -4.199 2.677 -0.211  -0.101
C: -4.588 2.805 1.327  -0.227
C: -3.643 1.988 2.267  -0.658
S: -4.189 1.947 4.018  0.691
C: -3.215 0.272 -1.008  -0.018
C: -1.738 0.772 -0.993  -0.080
C: -0.740 0.015 -0.038  -0.797
O: 0.174 -0.538 -0.556  -0.015
I: -0.848 -0.085 2.102  1.025
H: -0.910 -4.574 0.382  0.092
H: -0.411 -4.081 -1.285  0.078
H: -0.203 -2.947 0.186  0.063
H: -2.885 -4.138 -0.943  0.089
H: -1.532 -1.627 -2.003  0.113
H: -2.858 -2.659 -2.610  0.123
H: -6.717 -1.059 -1.251  0.186
H: -7.177 0.660 1.344  0.144
H: -3.234 3.174 -0.454  0.121
H: -5.007 3.251 -0.745  0.125
H: -5.637 2.435 1.518  0.096
H: -4.575 3.877 1.663  0.131
H: -2.604 2.383 2.118  0.052
H: -3.610 0.919 1.912  0.003
H: -3.002 1.797 4.704  -0.117
H: -1.313 0.847 -2.031  0.152
H: -1.778 1.835 -0.623  0.110
C: -6.522 -6.110 4.228  -0.164
C: -6.638 -5.499 2.846  -0.168
O: -5.631 -4.483 2.808  -0.237
S: -4.377 -4.946 3.718  0.565
O: -3.393 -5.518 2.868  -0.259
O: -4.085 -3.906 4.640  -0.220
O: -5.119 -6.144 4.504  -0.181
H: -7.002 -5.481 4.982  0.135
H: -6.942 -7.113 4.273  0.139
H: -7.622 -5.072 2.661  0.135
H: -6.408 -6.231 2.068  0.135
C: -0.054 -7.677 -4.079  -0.160
C: 0.122 -7.562 -2.578  -0.157
O: -0.646 -6.412 -2.208  -0.213
S: -1.921 -6.287 -3.189  0.611
O: -3.043 -6.860 -2.534  -0.211
O: -1.936 -4.971 -3.736  -0.231
O: -1.417 -7.316 -4.322  -0.179
H: 0.586 -6.968 -4.610  0.135
H: 0.144 -8.684 -4.441  0.140
H: 1.164 -7.439 -2.289  0.140
H: -0.297 -8.429 -2.062  0.138
C: 3.849 1.250 1.873  -0.157
C: 4.237 2.489 1.091  -0.177
O: 3.155 3.409 1.294  -0.280
S: 2.538 3.170 2.765  0.624
O: 3.098 4.124 3.655  -0.206
O: 1.129 2.979 2.633  -0.286
O: 3.223 1.738 3.063  -0.190
H: 3.117 0.649 1.324  0.127
H: 4.709 0.632 2.122  0.135
H: 4.373 2.287 0.035  0.107
H: 5.145 2.942 1.493  0.111
C: 1.370 6.985 -1.611  -0.163
C: 0.547 5.753 -1.938  -0.178
O: 1.497 4.787 -2.391  -0.193
S: 2.899 5.017 -1.612  0.676
O: 2.963 4.105 -0.512  -0.225
O: 3.936 5.129 -2.578  -0.212
O: 2.574 6.485 -1.027  -0.169
H: 1.633 7.537 -2.516  0.136
H: 0.859 7.650 -0.917  0.139
H: -0.202 5.945 -2.704  0.134
H: 0.059 5.355 -1.043  0.129
C: 7.027 1.034 -3.673  -0.160
C: 6.075 -0.070 -3.259  -0.165
O: 6.594 -0.553 -2.016  -0.183
S: 7.290 0.668 -1.224  0.627
O: 6.357 1.180 -0.277  -0.220
O: 8.608 0.280 -0.866  -0.209
O: 7.373 1.702 -2.457  -0.180
H: 7.942 0.627 -4.111  0.137
H: 6.571 1.731 -4.374  0.140
H: 6.024 -0.873 -3.992  0.138
H: 5.070 0.320 -3.077  0.133
C: 9.212 2.774 1.931  -0.164
C: 9.600 4.018 1.158  -0.165
O: 8.516 4.928 1.362  -0.185
S: 7.887 4.682 2.830  0.629
O: 8.443 5.634 3.724  -0.209
O: 6.486 4.490 2.689  -0.217
O: 8.579 3.252 3.120  -0.182
H: 8.486 2.174 1.377  0.110
H: 10.074 2.158 2.180  0.140
H: 9.742 3.822 0.097  0.136
H: 10.506 4.473 1.567  0.135

As for the HOMO energy: -11.44 eV. The frontier orbital gap comes out at 6.61 eV. The total charge is +1.

ORCA calculation (the ωB97M-V functional and the def2-TZVPD basis) on C4H4O3 as an isolated structure at a distorted geometry.

Last column: Löwdin charge in e.
Element x y z (Å)
C: -1.357 0.386 -0.616  -0.006
C: -0.215 -0.586 -0.548  -0.524
O: -0.163 -1.711 -0.928  0.119
C: 0.392 -0.493 1.531  -0.049
O: 0.543 -0.789 2.638  0.097
C: 1.844 0.268 0.360  0.029
O: 1.134 0.236 -0.677  -0.032
H: -2.225 -0.086 -0.149  0.099
H: -1.588 0.587 -1.667  0.098
H: -1.121 1.320 -0.104  0.087
H: 2.756 0.867 0.160  0.082

As for the HOMO energy: -8.57 eV. The value obtained for the energy above the lowest of the compared OMol25 structures with the same formula, charge and spin is 4.035 eV. The frontier orbital gap comes out at 8.44 eV.

ORCA calculation (the ωB97M-V functional and the def2-TZVPD basis) on one molecule with the formula C5H7Cl at a distorted geometry.

Last column: Löwdin charge in e.
Element x y z (Å)
C: -0.241 0.054 2.740  -0.082
C: -0.340 0.081 1.274  -0.072
C: -0.285 -0.055 0.093  -0.111
C: -0.485 0.292 -1.247  -0.293
C: 0.556 -0.426 -2.083  -0.490
Cl: 2.253 0.415 -2.065  0.434
H: 0.271 1.041 3.009  0.112
H: -1.173 0.001 3.158  0.033
H: 0.312 -0.886 2.862  0.089
H: -0.453 1.394 -1.348  0.132
H: -1.466 -0.076 -1.578  0.127
H: 0.217 -0.451 -3.118  0.068
H: 0.834 -1.386 -1.697  0.054

As for the HOMO energy: -9.59 eV. The value obtained for the energy above the lowest of the compared OMol25 structures with the same formula, charge and spin is 1.849 eV. The structure (SMILES) is CC#CCCCl. The frontier orbital gap comes out at 10.44 eV.

ORCA calculation (the ωB97M-V functional and the def2-TZVPD basis) on a 10-piece molecular cluster, C26H72N2O10 overall at a distorted geometry.

Last column: Löwdin charge in e.
Element x y z (Å)
N: -0.631 -4.144 -1.260  0.171
C: 0.015 -3.248 -1.870  -0.612
N: 0.487 -3.662 -3.006  0.200
O: 0.247 -2.025 -1.267  -0.101
H: -1.062 -3.911 -0.325  0.181
H: -0.978 -4.949 -1.740  0.127
H: 1.175 -3.093 -3.489  0.049
H: 0.349 -4.651 -3.332  0.163
C: -0.780 3.984 -1.805  -0.028
C: -1.903 3.209 -2.454  -0.617
C: -3.144 2.915 -1.624  -0.038
O: -2.329 3.687 -3.554  0.031
H: -0.975 4.656 -0.938  0.075
H: -0.193 4.520 -2.593  0.101
H: -0.052 3.252 -1.418  0.049
H: -1.408 2.248 -2.689  0.115
H: -2.810 2.733 -0.592  0.037
H: -3.624 1.990 -2.020  0.100
H: -3.843 3.761 -1.477  0.090
H: -2.627 4.528 -3.313  0.085
C: 1.395 0.874 -1.648  -0.040
C: 2.084 0.608 -0.359  -0.642
C: 1.492 1.362 0.828  -0.017
O: 2.101 -0.576 -0.035  0.017
H: 0.335 0.848 -1.516  0.054
H: 1.615 0.197 -2.448  0.053
H: 1.638 1.895 -1.879  0.088
H: 3.102 0.996 -0.506  0.145
H: 0.506 0.911 1.026  0.079
H: 1.395 2.462 0.782  0.087
H: 2.128 1.200 1.646  0.062
H: 1.514 -1.013 -0.622  0.023
C: 3.238 -3.807 -0.166  -0.005
C: 3.042 -5.075 -1.056  -0.653
C: 4.266 -5.972 -1.164  -0.039
O: 1.976 -5.695 -0.860  0.019
H: 2.277 -3.260 -0.074  0.063
H: 3.976 -3.102 -0.558  0.080
H: 3.528 -4.115 0.816  0.063
H: 2.991 -4.768 -2.077  0.100
H: 4.058 -6.807 -1.870  0.089
H: 4.523 -6.380 -0.178  0.084
H: 5.133 -5.566 -1.634  0.062
H: 1.204 -5.103 -1.044  0.083
C: 1.432 1.075 -5.324  -0.030
C: 0.260 0.075 -5.482  -0.625
C: -0.399 -0.228 -4.100  -0.028
O: -0.569 0.548 -6.288  0.020
H: 1.731 1.491 -6.302  0.081
H: 2.318 0.593 -4.841  0.068
H: 1.047 1.939 -4.737  0.082
H: 0.611 -0.905 -5.830  0.135
H: -1.316 -0.802 -4.250  0.094
H: -0.544 0.681 -3.563  0.037
H: 0.180 -0.958 -3.546  0.037
H: -0.939 1.343 -5.856  0.133
C: 0.027 -1.981 4.123  -0.010
C: 1.013 -1.750 2.941  -0.633
C: 2.345 -2.451 3.197  -0.043
O: 0.543 -2.199 1.870  -0.003
H: 0.452 -2.804 4.602  0.043
H: -1.013 -2.082 3.833  0.074
H: 0.158 -1.101 4.793  0.066
H: 1.206 -0.689 2.847  0.109
H: 2.591 -2.361 4.252  0.067
H: 3.103 -2.092 2.493  0.078
H: 2.243 -3.561 3.187  0.093
H: 0.877 -1.583 1.201  0.070
C: -2.121 0.291 -0.246  -0.033
C: -3.151 -0.095 0.804  -0.594
C: -2.772 -0.076 2.306  -0.011
O: -4.267 0.441 0.703  0.019
H: -1.302 -0.388 -0.481  0.058
H: -1.581 1.202 -0.027  0.045
H: -2.586 0.342 -1.201  0.067
H: -3.367 -1.148 0.534  0.147
H: -1.707 -0.363 2.356  0.070
H: -3.333 -0.774 2.866  0.070
H: -2.785 0.845 2.853  0.048
H: -4.173 1.378 0.953  0.090
C: -0.978 2.237 6.766  -0.041
C: -1.247 1.671 5.418  -0.668
C: 0.000 1.586 4.534  -0.019
O: -1.734 0.540 5.610  0.010
H: -0.734 3.244 6.576  0.066
H: -0.058 1.743 7.191  0.110
H: -1.785 2.079 7.463  0.079
H: -2.040 2.223 4.899  0.134
H: 0.836 1.081 5.076  0.109
H: 0.292 2.507 4.104  0.064
H: -0.317 0.965 3.774  0.020
H: -2.617 0.729 5.964  0.135
C: -1.232 3.200 1.766  -0.037
C: -2.624 3.778 1.981  -0.600
C: -2.846 5.178 1.230  -0.019
O: -3.536 2.988 1.768  0.018
H: -0.499 3.834 2.245  0.098
H: -1.029 3.120 0.708  0.044
H: -1.208 2.255 2.121  0.012
H: -2.600 3.970 3.092  0.144
H: -3.598 5.774 1.767  0.068
H: -3.166 5.152 0.178  0.057
H: -1.991 5.862 1.291  0.073
H: -4.307 3.365 2.180  0.145
C: 3.305 -1.933 -3.539  -0.138
O: 2.404 -2.509 -4.443  -0.134
H: 3.768 -1.056 -3.925  0.068
H: 4.208 -2.589 -3.346  0.104
H: 2.798 -1.858 -2.587  0.066
H: 2.942 -2.870 -5.160  0.114

As for the HOMO energy: -8.80 eV. The value obtained for the energy above the lowest of the compared OMol25 structures with the same formula, charge and spin is 4.024 eV. The structure (SMILES) is NC(N)=O.CC(C)O.CC(C)O.CC(C)O.CC(C)O.CC(C)O.CC(C)O.CC(C)O.CC(C)O.CO. The frontier orbital gap comes out at 8.98 eV.